Record 1
The following is a quantum chemistry calculation of a structure of composition C6H9NO at a distorted geometry, from the Open Molecules 2025 dataset.

## Properties
**Total charge**: 0
**Kohn-Sham gap**: 9.05 eV
**LUMO**: 0.73 eV
**E_HOMO**: -8.317 eV
**Relative energy (zero: lowest compared OMol25 entry of this formula, charge and spin)**: 401.9 kJ/mol
**Multiplicity**: 1

XYZ file:
```
17
Properties=species:S:1:pos:R:3:forces:R:3:nbo_charge:R:1
C 3.213957 1.091902 0.997645 -0.4 -1.8 -0.4 -0.3416
C 1.930395 0.541684 0.772235 0.8 1.3 1.9 0.1652
C 2.744342 0.985099 -0.305194 -0.8 0.2 0.3 0.4675
C -0.721551 -1.321084 -0.452806 -1.4 3.2 2.5 -0.6223
C -0.724828 1.289787 -0.679628 1.4 0.2 1.5 -0.6785
C -0.755481 0.097511 0.194135 4.6 -1.1 1.0 0.1111
N 0.800194 0.100052 1.226702 -4.4 -0.5 -0.9 -0.6293
O 2.711272 1.137328 -1.490458 0.7 0.3 -1.8 -0.6255
H 4.115521 0.939343 1.579553 -0.3 0.5 0.3 0.2222
H -0.696804 -1.952908 0.415693 0.0 -1.0 -0.3 0.2208
H -1.650621 -1.267864 -0.958427 -1.1 -1.0 -0.7 0.2125
H 0.061237 -1.388678 -1.123923 1.7 -0.4 -1.2 0.2268
H -1.633533 1.538226 -1.074974 -2.8 0.4 -0.8 0.2267
H -0.117630 1.132229 -1.496005 1.6 -0.6 -1.9 0.2375
H -0.325978 2.199409 -0.250230 0.0 0.1 0.7 0.2361
H -1.397070 0.165065 1.026801 -1.0 0.0 0.8 0.1786
H 0.428299 0.014996 2.195560 1.5 0.2 -0.9 0.3921
```
Positions in Å, forces in eV/Å.

***

Record 2
The following is a quantum chemistry calculation of a structure of composition C6H9NO at a distorted geometry, from the Open Molecules 2025 dataset.

## Properties
**Total charge**: 0
**Kohn-Sham gap**: 9.37 eV
**LUMO**: -0.45 eV
**E_HOMO**: -9.820 eV
**Relative energy (zero: lowest compared OMol25 entry of this formula, charge and spin)**: 1041.4 kJ/mol
**Multiplicity**: 1

XYZ file:
```
17
Properties=species:S:1:pos:R:3:forces:R:3:nbo_charge:R:1
C -0.328739 -0.151167 1.376761 0.4 -0.1 1.2 -0.6451
C -0.086815 -0.063184 -0.215074 -2.5 0.7 1.4 -0.2945
C 1.042007 -1.095952 -0.530326 -1.3 -2.1 -3.0 -0.0683
C 0.190539 1.330676 -0.687617 0.7 1.0 -1.7 -0.2105
C 0.338956 2.389417 0.113243 -2.4 -0.5 2.6 -0.3726
C -1.570349 -0.285661 -0.491019 -10.0 -8.5 2.4 0.2910
H -0.148599 -1.389914 1.433070 -0.7 3.6 1.1 0.2477
H 0.597341 0.614783 1.872151 -2.9 -2.8 -1.0 0.2587
H -1.620543 0.179227 1.720654 4.7 -1.0 -1.0 0.2898
H 1.417665 -0.994766 -1.693245 -1.4 0.2 2.4 0.1525
H 0.677455 -2.209955 -0.494929 0.0 2.1 0.0 0.1961
H 2.792686 -1.233748 -0.800097 -1.5 0.9 6.1 0.4961
H 0.250716 1.556086 -1.869314 0.4 -0.9 2.8 0.2263
H -0.256580 2.473537 1.327239 2.7 -0.3 -4.0 0.2284
H 0.756797 3.220978 -0.408652 -0.3 1.2 0.4 0.2089
N -2.748493 -0.978462 -0.190641 11.3 7.1 -3.6 -0.3264
O 2.157365 -1.013971 0.356475 2.8 -0.4 -6.1 -0.6781
```
Positions in Å, forces in eV/Å.

***

Record 3
The following is a quantum chemistry calculation of a structure of composition C6H9NO at a distorted geometry, from the Open Molecules 2025 dataset.

## Properties
**Total charge**: 0
**Kohn-Sham gap**: 8.43 eV
**LUMO**: -0.23 eV
**E_HOMO**: -8.658 eV
**Relative energy (zero: lowest compared OMol25 entry of this formula, charge and spin)**: 478.5 kJ/mol
**Multiplicity**: 1

XYZ file:
```
17
Properties=species:S:1:pos:R:3:forces:R:3:nbo_charge:R:1
C 0.980818 1.791731 -0.009043 -0.9 0.6 -0.9 -0.6788
C -0.246333 -1.782073 0.958902 -0.2 0.0 -0.2 -0.7046
C -0.099600 0.819443 0.445472 3.3 -3.0 2.3 0.4777
C 0.408805 -0.744320 0.086407 0.5 1.3 1.4 0.2460
N 1.471417 -0.902104 -0.590308 -0.2 0.2 0.0 -0.6580
O -0.609763 0.901745 1.566864 -0.5 0.3 -1.1 -0.6095
H 1.826371 -1.861347 -0.554538 -0.3 0.0 -0.1 0.3340
H 0.747457 2.792327 0.352774 0.0 0.0 0.1 0.2209
H 1.946936 1.462196 0.366554 -0.2 -0.2 0.2 0.2514
H 1.036938 1.805322 -1.095385 0.2 0.0 0.0 0.2272
H -1.324263 -1.774512 0.807052 -0.1 0.0 0.1 0.2305
H 0.140108 -2.780705 0.755879 0.0 0.0 -0.1 0.2084
H -0.084113 -1.542351 2.009049 0.0 0.1 0.0 0.2559
C -1.302634 -0.086770 -1.429502 -1.5 2.6 0.1 -0.0740
C -1.520095 1.001502 -0.886862 -0.9 -2.2 -2.2 -0.2609
H -2.153581 1.846981 -0.735221 0.3 0.3 0.4 0.2778
H -1.218468 -0.947066 -2.048093 0.4 -0.3 0.2 0.2560
```
Positions in Å, forces in eV/Å.

***

Record 4
The following is a quantum chemistry calculation of a structure of composition C6H9NO at a distorted geometry, from the Open Molecules 2025 dataset.

## Properties
**Total charge**: 0
**Kohn-Sham gap**: 9.89 eV
**LUMO**: 1.04 eV
**E_HOMO**: -8.852 eV
**Relative energy (zero: lowest compared OMol25 entry of this formula, charge and spin)**: 469.4 kJ/mol
**Multiplicity**: 1

XYZ file:
```
17
Properties=species:S:1:pos:R:3:forces:R:3:nbo_charge:R:1
C 2.171245 0.567721 0.026004 0.5 -1.7 3.7 -0.6282
C 0.710575 0.057991 -0.161801 4.4 -2.6 1.4 0.2151
C 0.094288 -0.928296 0.793012 3.1 1.5 -0.8 0.0159
C -1.339055 -0.499028 0.647867 -1.2 -0.9 2.2 -0.1039
C -1.454325 -0.464160 -0.846964 -1.6 -1.7 -1.1 -0.3977
C -0.475690 0.655549 -0.687790 -2.1 0.7 0.3 -0.1142
H 2.341375 1.434782 0.837645 -0.5 -1.7 -2.4 0.2337
H 2.831799 -0.412417 0.452902 -2.1 2.6 -0.7 0.2253
H 2.635793 0.621837 -0.923176 0.5 1.1 -1.0 0.2199
H 0.693427 -1.011666 1.713949 -0.8 -0.6 -0.4 0.2150
H -1.943689 -1.024620 1.471036 0.1 1.2 -1.6 0.2181
H -2.436901 -0.187260 -1.256562 0.4 0.1 0.3 0.2123
H -1.053412 -1.355192 -1.257021 -0.2 -0.8 -1.2 0.2295
H -0.476076 1.395933 -1.383611 0.5 2.2 -2.0 0.2064
H -1.931023 1.500853 0.444887 -3.7 1.8 -0.6 0.3462
N -1.153505 0.990793 0.581382 3.5 -0.8 2.7 -0.5949
O 0.785170 -1.342827 -0.451756 -0.6 -0.4 1.2 -0.4984
```
Positions in Å, forces in eV/Å.